Formula: C4H6
Source: OMol25
Level of theory: ωB97M-V/def2-TZVPD

Structure (XYZ):
```
10
Properties=species:S:1:pos:R:3:forces:R:3
C 0.503 0.239 1.454 1.146 -1.893 -0.937
C 0.898 -0.196 0.161 1.836 -0.403 0.411
C -0.088 -0.587 -0.777 -3.018 2.084 0.257
C -1.080 0.337 -1.039 0.533 -1.535 0.072
H 1.325 0.396 2.153 -0.250 0.449 -0.088
H 0.672 1.114 0.636 -0.524 0.380 0.602
H -0.417 -0.169 1.881 -0.465 0.856 -0.090
H -0.155 -1.564 -1.247 0.417 0.059 0.208
H -1.977 0.066 -1.598 0.520 0.269 -0.255
H -1.014 1.339 -0.613 -0.196 -0.265 -0.180
```
Forces are in eV/Å.

HOMO level   -7.685 eV
E_LUMO   0.610 eV
Energy relative to the best compared isomer or geometry (same formula, charge and spin)   87.0 kcal/mol
Total charge   0